No. 1
C6H9N | wB97M-V/def2-TZVPD

Values from the calculation:
Energy relative to the best compared isomer or geometry (same formula, charge and spin), kJ/mol: 333.9
Frontier orbital gap, eV: 9.735
Total energy, hartree: -288.654872
HOMO level, eV: -8.5745
Strongest force on any atom, Eh/bohr: 0.0165

Each line ends with the Mulliken charge.
Geometry (Å):
C  1.864  0.438  0.099  -0.88
N  0.946  -0.571  -0.419  -0.16
C  0.070  -1.132  0.590  -0.58
C  -1.044  -0.109  0.830  -0.28
C  -0.938  0.995  -0.215  -0.68
C  -0.285  -0.082  -1.106  -0.37
C  -1.116  -1.126  -0.292  -0.31
H  1.378  1.165  0.770  0.30
H  2.334  0.985  -0.724  0.29
H  2.652  -0.061  0.673  0.32
H  0.404  -1.859  1.324  0.41
H  -1.663  -0.148  1.719  0.43
H  -0.428  1.941  -0.013  0.30
H  -1.935  1.192  -0.625  0.31
H  -0.201  0.034  -2.189  0.44
H  -2.038  -1.662  -0.420  0.45

No. 2
C29H32F6IN4O4OsSTe2 | wB97M-V/def2-TZVPD

Values from the calculation:
Frontier orbital gap (alpha / beta), eV: 3.763 / 3.757
Total energy, hartree: -3566.126837
Charge: -1
HOMO level (alpha / beta), eV: -3.1972 / -3.1969
Strongest force on any atom, Eh/bohr: 0.0462

Each line ends with the Mulliken charge.
Geometry (Å):
Os  0.582  -1.244  0.830  2.96
C  0.459  5.132  -3.138  -1.13
C  1.116  4.332  -2.023  -0.79
N  0.522  3.010  -1.851  0.30
C  1.270  1.907  -2.089  -0.05
C  0.854  0.641  -1.847  0.63
C  1.866  -0.478  -1.856  -0.13
O  2.620  -0.576  -2.808  -0.68
O  1.889  -1.248  -0.809  -0.91
C  -0.475  0.411  -1.380  0.07
O  -0.841  -0.716  -0.963  -1.05
C  -1.324  1.580  -1.284  0.20
C  -2.647  1.457  -0.856  -0.41
C  -3.313  2.520  -0.329  0.17
F  -4.604  2.341  0.020  -0.39
C  -2.655  3.740  -0.068  -0.92
C  -1.438  3.918  -0.717  -0.34
C  -0.758  2.860  -1.327  0.55
N  -3.052  4.713  0.880  -0.08
C  -1.990  4.896  1.897  0.04
C  -2.375  5.915  2.955  -1.14
N  -3.641  5.533  3.563  -0.29
C  -4.669  5.548  2.532  -1.09
C  -4.355  4.466  1.519  -0.36
H  0.927  6.113  -3.219  0.40
H  -0.606  5.272  -2.954  0.29
H  0.574  4.614  -4.091  0.35
H  1.074  4.871  -1.074  0.41
H  2.169  4.176  -2.250  0.37
H  2.276  2.079  -2.451  0.44
H  -3.112  0.481  -0.838  0.53
H  -0.974  4.889  -0.639  0.61
H  -1.088  5.257  1.411  0.37
H  -1.755  3.931  2.366  -0.05
H  -2.437  6.910  2.489  0.42
H  -1.595  5.930  3.717  0.39
H  -3.879  6.135  4.339  0.23
H  -2.949  3.427  4.435  0.35
H  -4.706  6.522  2.021  0.36
H  -5.645  5.353  2.976  0.45
H  -5.125  4.464  0.750  0.49
H  -4.363  3.494  2.026  0.32
C  -1.088  -3.631  -1.493  -1.27
C  -0.194  -4.631  -0.831  1.65
C  -0.101  -5.935  -1.282  -0.94
C  0.735  -6.856  -0.665  -0.64
C  1.494  -6.479  0.435  -0.81
C  1.447  -5.189  0.925  1.29
C  2.257  -4.764  2.113  -1.35
C  0.604  -4.249  0.278  -0.40
N  0.591  -2.985  0.692  -0.82
H  -1.827  -4.132  -2.117  0.50
H  -0.501  -2.953  -2.118  0.16
H  -1.598  -3.008  -0.759  0.23
H  -0.696  -6.230  -2.137  0.38
H  0.793  -7.869  -1.041  0.39
H  2.139  -7.200  0.924  0.37
H  2.678  -5.628  2.624  0.47
H  1.642  -4.201  2.819  0.32
H  3.077  -4.115  1.797  0.26
I  2.526  0.458  3.380  -0.04
C  2.277  -1.187  2.011  -1.29
H  2.369  -2.054  2.652  0.53
H  3.142  -1.111  1.356  0.46
Te  3.139  -3.786  -1.856  -0.09
C  4.205  -5.225  -2.950  0.07
C  5.553  -5.488  -2.930  -0.50
C  5.949  -6.530  -3.811  -0.44
C  4.897  -7.058  -4.499  -0.52
S  3.433  -6.279  -4.074  -0.15
H  6.234  -4.936  -2.298  0.38
H  6.969  -6.873  -3.926  0.33
H  4.911  -7.853  -5.229  0.37
F  -2.254  1.151  1.915  -0.45
Te  -0.943  0.490  3.268  1.30
F  0.509  0.726  0.940  -0.62
F  -2.614  2.565  4.612  -0.37
F  -0.380  -0.238  5.006  -0.50
F  -2.574  -0.165  3.960  -0.46
O  -0.629  -1.132  2.442  -0.69

No. 3
C5H23N2O5 | wB97M-V/def2-TZVPD

Values from the calculation:
Energy relative to the best compared isomer or geometry (same formula, charge and spin), kJ/mol: 0.0
Frontier orbital gap, eV: 10.711
Total energy, hartree: -689.827408
Charge: +1
HOMO level, eV: -13.4950
Strongest force on any atom, Eh/bohr: 0.0686

Each line ends with the Mulliken charge.
Geometry (Å):
C  2.590  0.833  -1.461  -1.15
C  1.539  1.852  -1.054  0.03
C  1.580  2.157  0.447  -1.07
C  1.009  1.053  1.323  -0.65
N  -0.867  -0.120  3.121  -0.34
C  -1.241  0.384  1.976  -0.03
N  -0.447  1.002  1.169  -0.03
H  3.584  1.162  -1.184  0.34
H  2.411  -0.136  -0.991  0.21
H  2.610  0.650  -2.539  0.34
H  1.684  2.782  -1.591  0.37
H  0.533  1.534  -1.358  0.00
H  2.607  2.340  0.757  0.41
H  1.040  3.088  0.630  0.36
H  1.255  1.259  2.364  0.46
H  1.425  0.081  1.057  0.37
H  0.101  -0.304  3.318  0.22
H  -1.515  -0.738  3.614  0.27
H  -2.261  0.345  1.705  0.47
H  -0.841  1.358  0.304  0.30
H  -1.620  -3.008  1.229  0.28
H  -0.351  -2.273  0.762  0.40
O  -1.232  -2.138  1.193  -0.59
H  -1.961  0.835  -1.229  0.37
H  -2.252  2.319  -0.916  0.33
O  -1.863  1.522  -0.539  -0.56
H  1.011  -1.447  -3.048  0.34
H  -0.427  -1.388  -2.445  0.40
O  0.396  -1.939  -2.501  -0.74
H  -2.536  -0.545  -3.158  0.30
H  -2.606  -1.254  -1.786  0.35
O  -2.063  -0.610  -2.318  -0.80
H  1.635  -3.352  -0.009  0.32
H  1.022  -2.284  -0.930  0.43
O  1.213  -2.475  0.021  -0.71

No. 4
C4H10N2O2 | wB97M-V/def2-TZVPD

Values from the calculation:
SMILES: C/C=C/O.NC(N)=O
Energy relative to the best compared isomer or geometry (same formula, charge and spin), kJ/mol: 135.7
Frontier orbital gap, eV: 9.660
Total energy, hartree: -418.409293
HOMO level, eV: -8.9708
Strongest force on any atom, Eh/bohr: 0.0198

Each line ends with the Mulliken charge.
Geometry (Å):
C  1.264  1.917  0.562  -1.07
C  1.115  1.198  -0.746  -0.02
C  -0.050  1.117  -1.380  -0.25
O  -0.201  0.486  -2.584  -0.50
H  1.924  2.786  0.505  0.34
H  0.294  2.288  0.889  0.29
H  1.699  1.286  1.340  0.24
H  1.982  0.683  -1.147  0.35
H  -0.915  1.654  -1.003  0.26
H  -1.035  0.766  -2.956  0.35
N  -0.366  -1.419  1.856  -0.46
C  -1.278  -1.769  0.900  0.59
N  -0.776  -2.595  -0.114  -0.50
O  -2.442  -1.436  0.927  -0.61
H  0.587  -1.252  1.612  0.23
H  -0.684  -0.749  2.540  0.25
H  -1.338  -2.464  -0.934  0.26
H  0.220  -2.498  -0.267  0.25